{"formula": "CH7N4S", "method": "the ωB97M-V functional and the def2-TZVPD basis", "de_lowest_ev": 2.8493, "gap_ev": 8.864, "multiplicity": 1, "total_charge": 1, "lumo_ev": -4.4, "elements": ["C", "N", "N", "N", "N", "S", "H", "H", "H", "H", "H", "H", "H"], "coordinates": [[0.017, 0.851, -0.551], [-0.664, 0.716, -1.693], [-0.289, -1.554, -0.059], [-0.364, -0.424, 0.615], [0.545, -0.168, 1.647], [0.825, 2.227, -0.255], [-1.221, -0.134, -1.766], [-0.913, 1.378, -2.461], [-1.221, -2.081, -0.155], [0.564, -2.123, -0.259], [1.696, 1.626, 0.601], [0.247, 0.619, 2.091], [0.777, -0.933, 2.244]]}

=====

{"formula": "C3H6N2O2", "method": "the ωB97M-V functional and the def2-TZVPD basis", "smiles": "Cn1oc(N)c1O", "de_lowest_ev": 5.2574, "gap_ev": 7.755, "multiplicity": 1, "lumo_ev": 0.6, "elements": ["C", "N", "O", "C", "N", "C", "O", "H", "H", "H", "H", "H", "H"], "coordinates": [[1.807, -0.127, 1.085], [0.396, 0.168, 1.010], [-0.368, -1.137, 0.656], [-0.884, -0.428, -0.417], [-1.817, -0.953, -1.274], [-0.152, 0.686, -0.209], [-0.116, 2.006, -0.487], [2.320, 0.835, 1.117], [2.000, -0.648, 2.021], [2.168, -0.695, 0.220], [-2.201, -1.828, -0.946], [-2.536, -0.316, -1.592], [-0.617, 2.435, -1.186]]}

=====

{"formula": "C11H13ClOS", "method": "the ωB97M-V functional and the def2-TZVPD basis", "de_lowest_ev": 1.2732, "gap_ev": 9.004, "multiplicity": 1, "lumo_ev": -0.3, "elements": ["C", "C", "C", "C", "C", "C", "C", "C", "C", "C", "C", "O", "S", "Cl", "H", "H", "H", "H", "H", "H", "H", "H", "H", "H", "H", "H", "H"], "coordinates": [[-2.226, 2.316, 2.516], [-2.328, 1.040, 3.028], [-1.230, 2.696, 1.655], [-1.507, 0.021, 2.467], [-0.316, 1.793, 1.221], [-0.462, 0.472, 1.646], [0.326, 0.190, -1.647], [1.144, -1.059, -1.797], [0.414, -0.842, -0.582], [2.596, -0.831, -1.568], [0.802, -1.988, -2.909], [0.613, -1.854, 2.003], [0.917, -0.659, 1.242], [-1.547, -1.922, -0.641], [-3.038, 2.991, 2.942], [-3.151, 0.796, 3.711], [-1.172, 3.666, 1.384], [-1.559, -0.992, 2.847], [0.560, 1.850, 0.499], [0.824, 1.041, -1.467], [-0.664, 0.258, -2.205], [2.984, -0.166, -2.347], [3.192, -1.762, -1.728], [2.805, -0.312, -0.704], [1.583, -2.595, -3.294], [0.366, -1.460, -3.763], [0.073, -2.686, -2.508]]}

=====

{"formula": "C4H9OPS", "method": "the ωB97M-V functional and the def2-TZVPD basis", "de_lowest_ev": 4.5469, "gap_ev": [4.275, 3.944], "multiplicity": 3, "s2": 2.019, "lumo_ev": [0.6, -3.9], "elements": ["C", "C", "C", "C", "O", "P", "S", "H", "H", "H", "H", "H", "H", "H", "H", "H"], "coordinates": [[0.530, 0.693, 1.088], [0.687, 0.885, -0.354], [1.781, 1.425, -0.916], [-0.387, 0.357, -1.293], [0.166, -0.736, 1.384], [-1.293, -1.345, 1.696], [-1.621, -2.892, 0.327], [1.495, 0.676, 1.543], [-0.320, 1.233, 1.389], [1.746, 1.293, -1.984], [2.447, 2.003, -0.390], [-2.500, -2.230, -0.416], [-1.371, 0.337, -1.066], [-0.140, -0.679, -1.663], [-0.344, 1.077, -2.155], [-0.877, -2.098, 2.809]]}

=====

{"formula": "C4H7NO", "method": "the ωB97M-V functional and the def2-TZVPD basis", "de_lowest_ev": 4.1510, "gap_ev": 8.630, "multiplicity": 1, "lumo_ev": 0.1, "elements": ["C", "C", "C", "N", "C", "O", "H", "H", "H", "H", "H", "H", "H"], "coordinates": [[1.756, 0.099, 0.498], [0.704, 0.168, -0.541], [-1.117, -1.038, -0.131], [-1.558, 0.316, -0.233], [-0.429, 1.090, -0.399], [-0.344, 2.299, -0.493], [2.218, 1.095, 0.395], [1.428, 0.022, 1.543], [2.534, -0.639, 0.287], [-0.059, -1.031, -0.694], [-0.996, -1.406, 0.890], [-1.680, -1.747, -0.744], [-2.465, 0.594, -0.578]]}

=====

{"formula": "C33H38ClFeN4S3Se2", "method": "the ωB97M-V functional and the def2-TZVPD basis", "de_lowest_ev": 0.4406, "gap_ev": [6.736, 6.870], "multiplicity": 2, "total_charge": 2, "s2": 0.908, "lumo_ev": [-6.7, -6.6], "elements": ["Fe", "C", "Se", "C", "C", "Se", "C", "H", "H", "H", "H", "H", "H", "H", "H", "H", "H", "S", "C", "N", "C", "C", "N", "C", "C", "C", "C", "C", "C", "C", "C", "S", "C", "C", "C", "C", "C", "C", "C", "H", "H", "H", "H", "H", "H", "H", "H", "H", "H", "H", "H", "H", "H", "H", "H", "H", "H", "S", "C", "C", "C", "N", "C", "C", "C", "C", "C", "N", "C", "C", "H", "H", "H", "H", "H", "H", "H", "H", "Cl", "C", "H", "H"], "coordinates": [[1.013, 1.020, 0.145], [4.661, 0.900, 2.197], [2.963, -0.038, 2.306], [2.253, 0.864, 3.871], [2.136, 2.358, 3.660], [1.090, 2.866, 2.097], [-0.667, 2.767, 2.922], [5.174, 0.827, 3.153], [4.523, 1.942, 1.916], [5.246, 0.395, 1.434], [2.899, 0.651, 4.722], [1.283, 0.404, 4.065], [3.112, 2.819, 3.517], [1.663, 2.852, 4.509], [-0.732, 3.553, 3.670], [-0.824, 1.792, 3.375], [-1.408, 2.943, 2.146], [-0.279, -0.350, 1.615], [-0.551, -1.743, 0.707], [-1.139, -2.808, 1.190], [-1.358, -3.995, 0.351], [-0.198, -4.167, -0.584], [0.028, -2.918, -1.329], [0.503, -3.096, -2.721], [-0.527, -3.833, -3.537], [-0.236, -5.074, -4.087], [-1.194, -5.745, -4.836], [-2.445, -5.180, -5.027], [-2.740, -3.938, -4.478], [-1.782, -3.264, -3.737], [-0.111, -1.765, -0.736], [0.131, -0.282, -1.526], [-1.641, -2.922, 2.575], [-0.771, -3.867, 3.367], [-1.283, -5.076, 3.818], [-0.476, -5.954, 4.532], [0.846, -5.626, 4.786], [1.364, -4.418, 4.333], [0.558, -3.539, 3.628], [-2.302, -3.886, -0.188], [-1.426, -4.856, 1.013], [-0.409, -4.951, -1.308], [0.716, -4.419, -0.040], [1.439, -3.656, -2.665], [0.713, -2.114, -3.133], [0.744, -5.515, -3.942], [-0.961, -6.708, -5.271], [-3.191, -5.703, -5.610], [-3.712, -3.491, -4.639], [-2.006, -2.284, -3.329], [-2.662, -3.300, 2.510], [-1.668, -1.927, 3.010], [-2.320, -5.330, 3.629], [-0.882, -6.890, 4.888], [1.475, -6.308, 5.342], [2.394, -4.159, 4.538], [0.964, -2.593, 3.285], [-2.783, 5.841, -2.008], [-1.663, 4.617, -1.495], [-0.272, 4.729, -1.512], [0.497, 3.676, -1.073], [-0.020, 2.520, -0.627], [-1.366, 2.410, -0.605], [-2.203, 3.414, -1.013], [-1.697, 7.147, -2.540], [-1.318, 7.234, -3.870], [-0.478, 8.280, -4.235], [-0.024, 9.188, -3.378], [-0.412, 9.098, -2.109], [-1.251, 8.099, -1.635], [0.217, 5.626, -1.862], [1.574, 3.768, -1.066], [-1.759, 1.470, -0.243], [-3.273, 3.266, -0.971], [-1.665, 6.518, -4.602], [-0.157, 8.388, -5.264], [-0.039, 9.863, -1.438], [-1.553, 8.072, -0.597], [3.346, -0.079, -0.890], [2.592, 1.535, -0.859], [2.465, 1.846, -1.892], [3.252, 2.208, -0.313]]}

=====

So what do the calculations give for energy? Going down the list: -17935.967; -10279.540; -37019.016; -26458.570; -7795.493; -250892.536 eV.
So what do the calculations give for M? Going down the list: 107.2; 102.1; 228.7; 136.2; 85.1; 836.1 u.
So what do the calculations give for maximum force? Going down the list: 4.012; 1.852; 4.765; 4.419; 0.246; 0.860 eV Å⁻¹.